# 1
This record from the Open Molecules 2025 dataset describes BiFNO2S2 as an isolated structure in a non-equilibrium geometry. The level of theory is ωB97M-V/def2-TZVPD.

ORCA input file:
```
! wB97M-V def2-TZVPD RIJCOSX def2/J DEFGRID3
* xyz 1 1
Bi 0.69 -1.88 -0.27
N -0.14 1.14 -0.50
S -1.34 0.33 0.47
O -2.59 0.62 -0.32
O -1.01 -1.21 0.27
S 1.33 0.59 -0.59
F 2.21 0.72 0.95
*
```

## Properties
Energy (eV): -35801.0289
Molar mass (g mol⁻¹): 338.117
E_HOMO (alpha / beta) (eV): -14.22 / -14.22

# 2
This record from the Open Molecules 2025 dataset describes a 2-piece molecular cluster, Br2ClHNP overall in a non-equilibrium geometry. The level of theory is ωB97M-V/def2-TZVPD.

ORCA input file:
```
! wB97M-V def2-TZVPD RIJCOSX def2/J DEFGRID3
* xyz 0 1
H -3.11 0.42 -1.18
N -2.41 0.54 -0.31
P -1.02 1.03 -0.74
Br 0.07 0.89 1.13
Cl 3.45 -1.10 1.54
Br 3.02 -1.78 -0.44
*
```

## Properties
Energy (eV): -163401.7395
Molar mass (g mol⁻¹): 241.250
E_HOMO (eV): -9.92
Structure (SMILES): [H]/N=P/Br.ClBr

# 3
This record from the Open Molecules 2025 dataset describes a 2-piece molecular cluster, Br2ClHSi overall in a non-equilibrium geometry. The level of theory is ωB97M-V/def2-TZVPD.

ORCA input file:
```
! wB97M-V def2-TZVPD RIJCOSX def2/J DEFGRID3
* xyz 0 1
Si -0.81 0.84 -0.62
Cl -0.77 1.04 -2.58
Br -0.66 2.71 0.50
Br -4.50 -0.40 0.14
H -0.14 -0.23 0.07
*
```

## Properties
Energy (eV): -160501.1856
Molar mass (g mol⁻¹): 224.355
E_HOMO (alpha / beta) (eV): -9.58 / -8.22

# 4
This record from the Open Molecules 2025 dataset describes the molecule Br2ClOPS2 in a non-equilibrium geometry. The level of theory is ωB97M-V/def2-TZVPD.

ORCA input file:
```
! wB97M-V def2-TZVPD RIJCOSX def2/J DEFGRID3
* xyz 0 3
O 0.91 -0.82 0.77
P -0.11 -0.07 0.06
S 0.81 1.45 -1.27
S -1.42 0.95 1.42
Cl -1.28 -1.12 -1.15
Br 2.52 1.78 -0.15
Br -2.80 1.68 -0.26
*
```

## Properties
Energy (eV): -185613.4676
Molar mass (g mol⁻¹): 306.368
E_HOMO (alpha / beta) (eV): -7.89 / -9.61

# 5
This record from the Open Molecules 2025 dataset describes Br2H10O6V as an isolated structure in a non-equilibrium geometry. The level of theory is ωB97M-V/def2-TZVPD.

ORCA input file:
```
! wB97M-V def2-TZVPD RIJCOSX def2/J DEFGRID3
* xyz 0 2
O 0.51 0.80 0.07
V 0.08 -0.13 1.27
Br -1.04 1.65 2.82
Br 2.41 -0.28 2.48
O 0.67 -2.00 0.22
H 0.55 -2.90 0.53
H 1.27 -2.05 -0.53
O -1.87 -0.33 0.21
H -2.11 -0.73 -0.63
H -2.57 0.30 0.45
O -0.87 -1.52 2.64
H -1.16 -2.44 2.62
H -0.92 -1.23 3.56
O -0.42 2.85 -2.04
H -1.17 2.83 -2.64
H 0.33 2.53 -2.54
O 2.01 1.26 -2.87
H 1.82 0.55 -3.49
H 2.50 0.84 -2.15
*
```

## Properties
Energy (eV): -178222.9172
Molar mass (g mol⁻¹): 316.826
E_HOMO (alpha / beta) (eV): -8.67 / -8.62

# 6
This record from the Open Molecules 2025 dataset describes the molecule Br2H2N2 in a non-equilibrium geometry. The level of theory is ωB97M-V/def2-TZVPD.

ORCA input file:
```
! wB97M-V def2-TZVPD RIJCOSX def2/J DEFGRID3
* xyz 0 1
N -0.37 1.28 -0.13
N -0.24 -1.17 0.11
Br -2.13 1.34 0.02
Br -1.95 -1.57 -0.01
H 0.03 1.00 -1.02
H 0.31 -1.38 1.02
*
```

## Properties
Energy (eV): -143091.6897
Molar mass (g mol⁻¹): 189.838
E_HOMO (alpha / beta) (eV): -8.91 / -8.91

Which value of energy does entry 3 give?
-160501.1856 eV

Number 6 is which compound?
Br2H2N2